(1)
DFT (the ωB97M-V functional and the def2-TZVPD basis) results for a structure of composition C28H14AuBrF4N4O2P.

Structure (XYZ):
```
55
Properties=species:S:1:pos:R:3:lowdin_charge:R:1
Au 0.10 -0.38 0.19 0.67
F 4.20 5.86 -0.15 0.13
C 3.75 4.61 -0.12 -0.14
C 4.61 3.57 0.20 -0.14
F 5.89 3.83 0.46 0.12
C 4.12 2.28 0.22 -0.22
F 5.02 1.32 0.47 0.09
C 2.79 1.96 -0.04 -0.27
P 2.25 0.18 0.04 0.89
C 3.13 -0.46 -1.42 -0.34
C 4.45 -0.92 -1.39 -0.09
C 5.05 -1.37 -2.55 -0.08
C 4.36 -1.37 -3.75 -0.09
C 3.04 -0.92 -3.79 -0.08
C 2.43 -0.47 -2.63 -0.09
C 3.08 -0.51 1.49 -0.37
C 3.20 -1.90 1.52 -0.10
C 3.69 -2.53 2.66 -0.08
C 4.05 -1.79 3.77 -0.09
C 3.90 -0.41 3.75 -0.08
C 3.41 0.23 2.62 -0.09
C 1.94 3.03 -0.40 -0.58
Br 0.16 2.78 -0.95 0.91
C 2.43 4.32 -0.43 -0.27
F 1.65 5.35 -0.76 0.07
H 5.00 -0.93 -0.46 0.10
H 6.07 -1.74 -2.52 0.10
H 4.83 -1.72 -4.66 0.10
H 2.49 -0.92 -4.72 0.10
H 1.40 -0.15 -2.64 0.09
H 2.88 -2.49 0.67 0.11
H 3.78 -3.61 2.67 0.10
H 4.42 -2.28 4.66 0.10
H 4.15 0.18 4.63 0.10
H 3.29 1.30 2.62 0.11
O -2.39 -1.26 2.18 0.06
C -2.78 -0.60 1.24 -0.46
N -1.96 0.13 0.38 -0.02
C -2.72 0.80 -0.53 -0.48
O -2.33 1.55 -1.41 -0.08
C -4.17 0.48 -0.26 -0.10
C -5.32 0.88 -0.91 -0.02
C -6.53 0.37 -0.43 -0.09
C -6.56 -0.52 0.64 -0.08
C -5.39 -0.91 1.28 -0.01
C -4.21 -0.39 0.81 -0.09
H -5.28 1.56 -1.75 0.11
H -7.46 0.66 -0.92 0.09
H -7.51 -0.92 0.96 0.10
H -5.39 -1.63 2.08 0.11
N -0.28 -2.61 -0.02 0.01
C -1.06 -3.43 0.28 -0.41
N -1.81 -4.45 0.57 0.04
C -3.12 -4.28 0.57 -0.44
N -4.28 -4.25 0.60 0.07
```

Total charge ... -1
Energy ... -133214.6171 eV
Max |F| ... 0.51 eV/Å
Frontier orbital gap ... 7.2 eV
Multiplicity ... 1
HOMO energy ... -5.1 eV
Energy above the lowest of the compared OMol25 structures with the same formula, charge and spin ... 0.065 eV

(2)
DFT (the ωB97M-V functional and the def2-TZVPD basis) results for a cluster of 7 separate species, C28H16B3N4O28 in total.

Structure (XYZ):
```
79
Properties=species:S:1:pos:R:3:lowdin_charge:R:1
O -0.35 -9.28 4.87 0.16
C -0.74 -9.23 5.99 -0.38
O -0.58 -8.20 6.83 0.23
B -1.17 -8.52 8.12 -0.91
O -2.03 -9.68 7.86 0.25
C -1.75 -10.15 6.67 -0.41
O -2.15 -11.18 6.19 0.11
O -1.90 -7.34 8.64 0.23
C -1.40 -7.00 9.80 -0.40
O -1.74 -6.07 10.49 0.10
C -0.25 -7.98 10.16 -0.37
O -0.18 -8.86 9.15 0.23
O 0.48 -7.89 11.08 0.18
O 3.05 -6.85 10.95 0.17
C 3.41 -6.93 9.83 -0.38
O 2.59 -7.01 8.76 0.23
B 3.38 -6.91 7.53 -0.86
O 4.78 -6.76 7.97 0.23
C 4.84 -6.78 9.29 -0.40
O 5.79 -6.72 10.01 0.11
O 3.22 -8.11 6.66 0.23
C 2.65 -7.77 5.53 -0.41
O 2.34 -8.52 4.64 0.14
C 2.52 -6.24 5.51 -0.40
O 2.99 -5.79 6.66 0.23
O 2.07 -5.57 4.63 0.12
O 3.72 -13.57 6.29 0.10
C 3.27 -12.63 6.91 -0.36
O 3.27 -12.60 8.24 0.21
B 2.36 -11.54 8.67 -0.85
O 1.83 -10.87 7.45 0.24
C 2.29 -11.53 6.40 -0.38
O 1.97 -11.41 5.26 0.17
O 2.98 -10.66 9.70 0.19
C 2.30 -10.68 10.85 -0.42
O 2.47 -9.94 11.77 0.15
C 1.14 -11.63 10.64 -0.40
O 1.25 -12.16 9.44 0.22
O 0.29 -11.84 11.47 0.12
C 7.55 -9.05 11.70 -0.07
C 6.18 -8.89 12.16 -0.28
N 5.12 -8.77 12.58 0.20
H 8.13 -9.15 12.63 0.07
H 7.85 -8.17 11.14 0.07
H 7.74 -9.96 11.13 0.06
C 6.63 -14.49 7.07 -0.06
C 7.77 -13.57 6.86 -0.28
N 8.69 -12.89 6.77 0.12
H 5.86 -14.16 7.77 0.07
H 6.99 -15.46 7.38 0.08
H 6.05 -14.46 6.15 0.07
C 7.77 -12.89 9.94 -0.09
C 6.60 -12.13 9.85 -0.06
C 5.70 -12.04 10.89 0.01
C 5.97 -12.71 12.08 -0.14
C 7.08 -13.52 12.17 -0.03
C 7.98 -13.59 11.13 -0.09
N 5.06 -12.56 13.22 -0.35
O 3.96 -12.19 12.94 0.13
O 5.41 -12.92 14.33 0.05
H 8.50 -12.96 9.15 0.07
H 6.41 -11.55 8.96 0.13
H 4.76 -11.52 10.79 0.11
H 7.43 -13.91 13.13 0.11
H 8.86 -14.23 11.20 0.09
C -1.36 -16.77 8.94 -0.08
C -1.53 -17.71 9.95 -0.09
C -1.19 -17.36 11.26 -0.04
C -0.63 -16.13 11.54 -0.13
C -0.54 -15.15 10.53 0.03
C -0.97 -15.48 9.27 -0.05
N -0.19 -15.79 12.91 -0.36
O 0.60 -14.88 12.96 0.11
O -0.49 -16.51 13.84 0.05
H -1.55 -17.14 7.95 0.10
H -1.90 -18.71 9.82 0.09
H -1.42 -18.01 12.10 0.11
H -0.37 -14.12 10.84 0.11
H -1.03 -14.74 8.48 0.12
```

Total charge ... -3
Energy ... -94627.2474 eV
Max |F| ... 1.80 eV/Å
Frontier orbital gap ... 7.2 eV
Multiplicity ... 1
HOMO energy ... -2.4 eV
Energy above the lowest of the compared OMol25 structures with the same formula, charge and spin ... 0.414 eV

(3)
DFT (the ωB97M-V functional and the def2-TZVPD basis) results for a structure of composition C28H17Cl2N4O2V.

Structure (XYZ):
```
54
Properties=species:S:1:pos:R:3:mulliken_spin:R:1
V 0.06 -0.20 -0.76 2.99
Cl -3.09 5.37 1.94 0.00
C -1.90 4.36 1.16 0.00
C -2.23 3.05 0.86 -0.01
C -1.31 2.22 0.23 0.06
N -1.54 0.89 -0.16 -0.01
C -2.74 0.31 -0.10 0.02
O -3.79 0.69 0.41 0.02
C -2.74 -1.00 -0.87 0.08
C -3.92 -1.71 -1.00 -0.02
C -3.95 -2.83 -1.81 0.03
C -2.79 -3.19 -2.48 -0.02
C -1.64 -2.44 -2.28 0.07
N -1.59 -1.38 -1.46 -0.10
C -0.02 2.71 -0.10 0.00
C 0.29 4.03 0.21 0.00
C -0.65 4.85 0.84 0.00
Cl -0.19 6.49 1.21 0.00
N 0.87 1.76 -0.66 0.02
C 1.98 2.16 -1.28 -0.01
O 2.35 3.30 -1.59 0.00
C 2.97 1.03 -1.54 -0.01
C 4.20 1.36 -2.09 0.01
C 5.17 0.37 -2.20 0.00
C 4.88 -0.90 -1.72 0.00
C 3.62 -1.14 -1.21 0.01
N 2.66 -0.21 -1.14 -0.01
H -3.21 2.67 1.11 0.00
H -4.79 -1.34 -0.47 0.00
H -4.86 -3.40 -1.94 0.00
H -2.76 -4.04 -3.15 0.00
H -0.73 -2.72 -2.77 -0.01
H 1.25 4.44 -0.04 0.00
H 4.37 2.38 -2.39 0.00
H 6.14 0.60 -2.62 0.00
H 5.61 -1.69 -1.74 0.00
H 3.37 -2.11 -0.82 0.00
C 1.67 -5.72 -0.48 -0.01
C 1.60 -4.68 -1.44 0.02
C 1.19 -3.43 -1.05 0.00
C 0.81 -3.12 0.28 -0.17
C 0.35 -1.79 0.64 -0.11
C -0.01 -1.66 1.97 0.00
C 0.07 -2.70 2.92 -0.02
C 0.51 -3.94 2.57 0.04
C 0.89 -4.18 1.22 -0.01
C 1.33 -5.47 0.81 0.01
H 1.99 -6.71 -0.78 0.00
H 1.89 -4.87 -2.46 0.00
H 1.20 -2.63 -1.79 0.09
H -0.39 -0.70 2.31 0.01
H -0.23 -2.51 3.94 0.00
H 0.58 -4.74 3.29 0.00
H 1.38 -6.26 1.56 0.00
```

Total charge ... -1
Energy ... -90104.2990 eV
Max |F| ... 1.30 eV/Å
Frontier orbital gap (spin up / spin down) ... 6.3 / 7.2 eV
Multiplicity ... 4
HOMO energy (spin up / spin down) ... -3.8 / -4.7 eV
Energy above the lowest of the compared OMol25 structures with the same formula, charge and spin ... 0.128 eV

(4)
DFT (the ωB97M-V functional and the def2-TZVPD basis) results for a structure of composition C28H18AuBrClF6IN2O5.

Structure (XYZ):
```
63
Properties=species:S:1:pos:R:3:mulliken_spin:R:1
Au 1.14 0.91 -0.86 0.08
O 0.85 -3.54 -4.06 0.00
C 0.09 -3.99 -3.08 -0.01
O -0.21 -5.17 -3.01 0.01
C -0.40 -3.02 -2.08 0.02
C -1.00 -3.34 -0.87 -0.01
Cl -1.14 -4.83 -0.06 0.00
N -1.45 -2.19 -0.31 0.02
N -1.19 -1.13 -1.09 0.06
C -0.55 -1.61 -2.15 0.25
C 1.41 -0.66 -3.43 -0.03
O 1.88 -1.53 -4.20 0.01
O 2.03 0.23 -2.84 0.04
C -2.05 -1.96 0.96 0.00
C -1.49 -0.99 1.78 0.01
C -2.09 -0.72 2.99 0.00
C -3.22 -1.42 3.39 0.00
C -3.76 -2.39 2.57 0.00
C -3.18 -2.66 1.34 0.00
H 1.23 -2.61 -3.95 -0.01
H -0.58 -0.50 1.44 0.00
H -1.66 0.04 3.63 0.00
H -3.68 -1.20 4.35 0.00
H -4.65 -2.93 2.88 0.00
H -3.61 -3.41 0.68 0.00
C -0.07 -0.70 -3.18 0.17
C -0.91 0.21 -3.88 0.10
C -0.39 0.94 -4.97 0.16
C -1.19 1.78 -5.72 -0.10
C -2.54 1.95 -5.39 0.20
C -3.06 1.26 -4.30 -0.11
C -2.27 0.41 -3.56 0.17
H 0.66 0.83 -5.23 0.02
H -0.77 2.32 -6.56 -0.01
H -3.17 2.61 -5.98 0.02
H -4.10 1.40 -4.02 -0.01
H -2.68 -0.10 -2.70 0.03
Br 1.38 2.09 4.43 0.03
C 0.88 3.91 4.07 0.00
C 0.98 4.83 5.10 0.02
C 0.61 6.15 4.86 -0.03
C 0.14 6.52 3.61 0.03
C 0.05 5.58 2.59 -0.02
C 0.42 4.27 2.84 0.63
I 0.18 2.96 0.43 0.24
H 1.35 4.53 6.08 0.00
H 0.69 6.88 5.65 0.00
H -0.14 7.55 3.42 0.00
H -0.31 5.85 1.61 0.02
C 2.74 -0.86 2.39 0.00
C 2.56 -1.49 0.99 -0.01
O 1.45 -1.09 0.38 0.01
C 2.50 -3.03 1.17 0.00
F 3.59 -3.58 1.76 0.00
F 2.32 -3.69 0.03 0.00
F 1.46 -3.36 1.97 0.00
C 3.84 -1.15 0.17 0.00
F 3.87 -1.74 -1.02 0.00
F 5.00 -1.49 0.80 0.00
F 3.92 0.17 -0.04 0.00
H 1.86 -1.10 2.98 0.00
H 2.80 0.22 2.28 0.00
H 3.63 -1.23 2.91 0.00
```

Total charge ... -2
Energy ... -153210.4398 eV
Max |F| ... 3.02 eV/Å
Frontier orbital gap (spin up / spin down) ... 6.3 / 6.5 eV
Multiplicity ... 3
HOMO energy (spin up / spin down) ... -2.1 / -2.5 eV